115
Properties=species:S:1:pos:R:3:lowdin_charge:R:1 method="wB97M-V/def2-TZVPD" total_charge=-1 e_above_lowest_kcal_mol=12.79 fmax_ev_per_a=5.17 orbital_gap_ev=5.420
C 5.518 -4.835 -2.239 -0.095
C -0.820 4.672 1.436 -0.103
H -0.736 0.025 4.448 0.070
C -0.526 -2.259 -1.118 -0.360
H 5.204 3.152 0.207 0.105
C 3.842 3.545 1.813 -0.076
H 0.932 -1.303 -3.047 0.016
C 4.556 -4.394 -1.336 -0.092
O -4.549 -0.198 3.099 -0.030
C 2.370 -4.429 1.773 -0.091
H -0.713 -3.538 2.997 0.080
H -2.415 -2.113 2.119 0.130
H 3.335 0.838 -5.710 0.087
H -3.454 4.620 0.271 0.098
C -0.031 -6.459 -1.315 -0.087
N 1.231 -0.597 1.655 -0.044
H -0.572 -1.081 5.821 0.072
C -0.490 -3.723 -1.084 -0.229
H -5.475 1.763 3.692 0.112
N 2.103 1.871 0.417 0.035
C 3.905 -2.628 1.374 -0.132
H 4.524 4.199 2.346 0.105
H 2.234 3.677 3.267 0.105
C 0.045 4.091 -0.733 -0.120
H 0.250 -2.054 3.043 0.030
H 2.555 -2.704 -3.488 0.089
C 1.249 -0.275 -3.195 -0.771
C -2.567 -1.462 2.979 -0.256
C 4.061 -3.897 3.410 -0.094
H 1.550 5.390 -1.526 0.109
H 1.510 6.920 0.426 0.099
C -3.300 2.741 1.284 -0.267
S -0.401 0.683 -3.021 0.369
H -6.424 3.987 3.256 0.103
H 6.181 -4.843 -4.283 0.094
C -5.561 3.644 2.696 -0.075
N -2.381 -0.069 2.505 0.171
H 6.351 -5.431 -1.882 0.096
C -1.245 -0.749 5.026 -0.064
O -1.258 -1.525 -0.399 -0.345
H -4.624 -2.256 2.952 0.124
C 3.507 1.353 -3.590 -0.095
H 4.329 2.050 -3.704 0.071
C -4.110 1.447 -3.057 -0.087
C 2.520 -0.682 4.915 -0.408
H 1.517 -5.030 1.476 0.094
C 4.220 2.977 0.628 -0.018
C 4.526 -2.876 2.588 -0.091
H -2.558 -4.189 -1.447 0.114
C -0.829 3.827 0.327 -0.398
H 1.377 -0.634 -5.374 0.089
C 1.831 -0.471 2.662 -0.383
C 2.982 -4.667 3.002 -0.089
H 0.163 -3.076 4.473 0.082
C 3.379 -3.320 -3.134 -0.079
H -3.276 0.450 -1.354 0.093
C 3.471 -3.636 -1.774 -0.339
C -5.027 2.396 2.943 -0.024
C -3.494 0.521 2.601 -0.321
H 0.142 -7.524 -1.407 0.096
C -3.901 1.918 2.251 -0.108
C 2.824 -3.407 0.945 -0.389
C 2.916 0.686 -4.720 -0.146
P -1.841 2.289 0.216 1.066
C 0.820 -4.228 -0.966 -0.300
C 0.878 5.199 -0.697 -0.070
C -1.632 -1.918 4.120 -0.376
C 3.042 1.013 -2.340 -0.392
C -3.365 1.389 -1.888 -0.155
H -1.460 4.463 2.285 0.106
H -2.126 -0.293 5.495 0.076
La 0.270 -0.013 -0.442 1.558
C 1.033 -5.599 -1.073 -0.088
C 4.340 -3.760 -4.034 -0.082
N 2.537 -1.015 6.031 0.074
C 1.777 2.428 1.600 -0.194
C -1.554 -4.589 -1.332 -0.034
C 2.576 3.266 2.327 -0.079
H -2.228 -2.617 4.715 0.123
H 2.041 -5.994 -0.991 0.108
C 3.317 2.135 -0.070 -0.298
H 4.242 -1.806 0.746 0.112
H 0.806 2.153 1.993 0.093
C 0.860 6.052 0.400 -0.091
C -3.532 3.763 -3.301 -0.080
N 3.753 1.602 -1.251 0.118
H 2.610 -5.458 3.644 0.099
H 4.653 -4.650 -0.286 0.098
H 4.638 1.961 -1.546 0.114
H 4.253 -3.493 -5.080 0.101
C 0.016 5.783 1.469 -0.091
C 1.858 -0.118 -4.548 -0.177
C -4.992 4.443 1.718 -0.071
H 5.348 -2.250 2.915 0.104
C -4.030 -1.490 3.445 -0.093
C -1.320 -5.949 -1.452 -0.091
C 5.416 -4.517 -3.587 -0.104
C -0.413 -2.691 3.624 -0.068
H -4.113 -1.616 4.524 0.117
H -4.599 0.553 -3.429 0.105
H -5.414 5.413 1.481 0.106
H -2.282 4.599 -1.788 0.098
H 4.522 -4.072 4.374 0.099
H 0.012 6.433 2.338 0.100
N 2.570 -0.255 3.670 0.104
C -3.883 3.987 1.034 -0.098
N 2.087 0.132 -2.067 -0.178
P 2.134 -2.949 -0.700 1.118
H -4.752 2.675 -4.696 0.098
C -4.192 2.633 -3.768 -0.090
H 0.071 3.418 -1.589 0.085
H -2.147 -6.621 -1.654 0.097
H -3.580 4.692 -3.858 0.099
C -2.703 2.518 -1.405 -0.408
C -2.798 3.709 -2.123 -0.102